Entry 1:
A molecular structure, C20H40NP3PtS2. Source: OMol25; level of theory: ωB97M-V/def2-TZVPD.

The geometry in XYZ format:
```
67
Properties=species:S:1:pos:R:3:forces:R:3:mulliken_spin:R:1
Pt -0.318 0.500 0.186 1.7 -0.4 2.0 0.658
P 1.548 1.255 1.886 2.1 0.5 1.9 0.206
P -2.042 1.809 1.193 1.4 1.2 -0.9 0.310
P 0.809 1.481 -1.572 -0.4 -0.1 -0.5 0.103
H 1.364 -4.382 1.075 1.2 -0.1 0.8 -0.002
C 2.030 -3.877 0.379 -0.4 0.5 -1.4 0.013
C 2.711 -2.716 0.376 -2.0 0.2 0.8 0.026
H 2.915 -2.054 1.223 0.0 -0.6 0.2 0.004
C 1.618 0.556 3.604 -0.8 -0.8 -0.2 0.050
C 1.566 3.026 2.405 -0.3 0.3 -0.5 0.018
C 3.361 0.894 1.501 -0.4 -0.2 -1.0 0.064
C -3.542 1.247 0.348 0.1 0.0 0.3 0.020
C -2.124 1.665 2.998 -0.3 0.1 -0.1 0.003
C -1.631 3.541 0.696 -0.4 0.1 0.3 0.004
C 2.020 0.419 -2.459 -0.1 0.2 0.0 0.040
C 1.643 3.069 -1.209 -0.1 -0.8 0.3 0.004
C -0.602 1.922 -2.616 -0.3 0.6 -0.7 0.006
H 1.931 -4.333 -0.616 -0.1 0.2 0.3 0.001
H 2.664 -2.175 -0.552 1.3 -0.2 -0.6 -0.001
H 2.019 -0.471 3.561 0.2 0.6 0.2 -0.005
H 0.608 0.483 4.030 0.2 0.1 0.2 -0.005
H 2.242 1.185 4.265 -0.2 -0.3 -0.5 0.011
H 0.553 3.337 2.673 0.1 0.0 0.1 0.000
H 1.871 3.639 1.555 0.0 0.1 0.1 -0.003
H 2.223 3.270 3.261 -0.1 -0.5 -0.5 0.007
H 3.430 -0.129 1.101 -0.1 0.3 0.1 -0.011
H 4.067 0.931 2.362 -0.9 0.4 -0.4 0.009
H 3.697 1.562 0.690 0.1 -0.2 0.5 0.001
H -4.380 1.891 0.619 -0.1 0.0 -0.1 0.017
H -3.744 0.224 0.682 -0.3 0.4 -0.2 -0.004
H -3.370 1.255 -0.739 -0.2 0.1 0.4 -0.005
H -2.737 2.499 3.366 0.0 -0.2 0.1 0.012
H -1.121 1.743 3.457 -0.6 -0.1 -0.3 0.003
H -2.629 0.716 3.255 0.3 0.5 0.1 0.001
H -2.408 4.235 1.069 0.3 -0.2 -0.1 0.011
H -1.609 3.646 -0.408 0.0 -0.2 0.6 0.001
H -0.651 3.826 1.135 -0.7 -0.2 -0.3 -0.004
H 1.977 0.645 -3.550 0.1 -0.1 0.7 0.004
H 1.886 -0.671 -2.294 0.0 0.8 -0.1 0.003
H 2.987 0.755 -2.046 -0.1 -0.4 -0.4 -0.001
H 1.851 3.593 -2.155 -0.1 -0.1 0.3 0.003
H 2.592 2.842 -0.683 -0.5 0.4 -0.3 -0.002
H 0.940 3.633 -0.569 0.6 0.0 -0.4 0.002
H -0.742 1.295 -3.524 0.2 0.4 0.7 0.000
H -0.331 2.947 -2.924 -0.5 -0.3 -0.3 0.005
H -1.554 1.970 -2.038 0.8 -0.1 -0.5 0.006
C -1.298 -2.281 -2.704 0.4 0.1 -1.1 0.242
C -2.234 -2.183 -3.765 -1.7 0.0 -2.4 0.169
C -2.150 -2.945 -4.948 -0.6 0.4 1.4 -0.011
C -1.092 -3.828 -5.087 -0.1 0.1 -0.6 0.204
C -0.111 -3.938 -4.090 0.2 0.1 1.8 0.129
C -0.211 -3.134 -2.938 1.6 -1.1 -0.5 -0.013
S -1.647 -1.170 -1.465 0.4 -0.4 -0.1 0.750
H 0.073 -0.897 -0.534 0.0 -0.5 -0.7 -0.034
H -2.986 -1.383 -3.722 0.0 -0.6 0.1 -0.004
H -2.921 -2.968 -5.725 0.2 0.6 0.4 0.005
H -0.996 -4.354 -6.027 0.1 -0.3 0.1 0.002
H 0.645 -4.744 -4.179 -0.2 1.0 0.1 0.003
H 0.633 -3.141 -2.257 -0.3 -0.3 0.3 0.004
S -2.629 -2.463 3.286 1.1 0.3 1.9 -0.040
C -0.974 -2.275 3.877 -2.6 -3.2 0.5 0.386
C -0.128 -1.873 2.855 -0.4 2.1 -2.1 0.284
N -0.864 -1.305 1.832 1.1 -0.1 -0.1 -0.016
C -2.157 -1.574 1.929 1.3 -0.4 -0.2 0.222
H -0.701 -2.921 4.705 0.1 0.5 0.5 0.002
H 0.970 -1.981 2.849 -0.8 0.2 -0.2 0.061
H -2.810 -1.339 1.112 -0.4 0.1 -0.1 0.072
```
Positions in Å, forces in eV/Å.

Computed properties:
Expectation value of S²: 6.056
2S+1: 5
Kohn-Sham gap (spin up / spin down): 0.21874 / 0.12041 Ha
HOMO level (spin up / spin down): -18.9 / -20.0 eV
Charge: +4

---

Entry 2:
A molecular structure, C27H32BiBrClN2O4. Source: OMol25; level of theory: ωB97M-V/def2-TZVPD.

The geometry in XYZ format:
```
68
Properties=species:S:1:pos:R:3:forces:R:3:nbo_charge:R:1
Bi 0.043 0.168 0.059 0.2 -1.5 2.7 1.162
Cl -0.803 -1.026 -2.130 -0.9 -1.4 -2.3 -0.828
N 2.087 -1.163 -0.037 3.7 3.5 -1.1 -0.586
N -2.261 0.981 0.265 0.5 2.6 -0.6 -0.564
C 3.207 -0.375 -0.199 -4.3 -4.4 0.6 0.616
C -2.420 2.193 -0.216 -0.3 -2.8 0.8 0.613
C 2.492 -2.549 0.134 -0.1 0.0 0.1 0.060
C 4.007 -2.436 0.388 0.0 1.1 0.2 -0.073
C 2.208 -3.327 -1.148 0.0 0.0 -0.2 -0.614
C 1.743 -3.162 1.313 0.2 0.0 0.1 -0.610
H 2.847 -2.949 -1.957 -0.2 -0.1 0.1 0.204
H 1.159 -3.208 -1.446 0.2 0.0 0.0 0.261
H 2.438 -4.387 -0.988 0.0 0.0 -0.1 0.189
H 1.893 -2.537 2.201 -0.2 -0.2 -0.2 0.228
H 2.139 -4.167 1.503 -0.2 0.0 0.1 0.192
H 0.670 -3.227 1.095 0.2 0.0 0.0 0.231
C -3.542 0.394 0.652 0.1 -0.2 -0.1 0.062
C -4.533 1.483 0.222 0.3 0.9 -0.4 -0.078
C -3.569 0.156 2.161 0.1 0.3 0.1 -0.612
C -3.780 -0.923 -0.084 0.1 0.1 -0.1 -0.610
H -3.656 -0.767 -1.159 0.0 -0.2 0.1 0.244
H -4.794 -1.276 0.132 0.0 0.0 0.0 0.189
H -3.056 -1.682 0.234 -0.1 0.2 -0.1 0.234
H -3.472 1.122 2.673 0.0 -0.2 0.1 0.201
H -2.731 -0.486 2.466 -0.3 0.2 -0.1 0.249
H -4.523 -0.301 2.450 0.1 0.0 0.0 0.197
O -3.695 2.586 -0.293 -1.1 0.2 0.1 -0.499
H -5.121 1.902 1.045 0.0 -0.1 -0.1 0.184
H -5.186 1.179 -0.602 0.1 0.0 0.1 0.190
O 4.337 -1.040 0.030 1.0 -0.6 -0.1 -0.500
H 4.625 -3.076 -0.239 0.0 0.0 0.0 0.190
H 4.261 -2.556 1.449 0.0 0.0 -0.2 0.184
C 3.195 1.041 -0.539 -0.3 0.8 0.3 -0.520
C -1.347 3.138 -0.634 1.0 -0.9 0.9 -0.523
C -0.210 2.559 -1.482 -0.5 0.4 -3.3 -0.031
H -0.835 3.406 0.324 -0.4 0.1 -0.5 0.259
H -1.798 4.018 -1.058 -0.1 0.3 -0.3 0.234
C 0.803 1.808 -0.947 0.2 0.5 3.4 -0.466
C 2.065 1.538 -1.424 0.2 -0.2 -3.0 -0.135
H 0.385 0.942 2.009 1.5 2.6 -4.7 0.226
C 2.061 1.494 -2.841 -1.0 1.4 1.5 0.050
C 0.944 1.984 -3.557 -0.1 -0.3 1.7 -0.314
C 3.229 0.986 -3.500 1.9 -0.9 -1.4 -0.635
C -0.204 2.497 -2.888 1.8 0.3 1.7 0.020
H 0.976 2.012 -4.614 0.0 -0.1 -1.0 0.190
C -1.348 2.989 -3.591 -2.0 0.9 -1.2 -0.637
H -1.246 2.991 -4.650 0.4 0.0 -1.1 0.206
H -1.618 3.998 -3.323 0.1 0.7 0.2 0.200
H -2.280 2.458 -3.428 -0.1 -0.6 0.3 0.218
H 4.152 1.421 -3.156 0.4 0.6 0.3 0.202
H 3.224 1.133 -4.557 -0.2 0.3 -0.9 0.205
H 3.437 -0.075 -3.401 -0.5 -0.5 0.4 0.214
H 4.185 1.295 -0.925 -0.1 0.1 -0.1 0.236
H 3.050 1.572 0.433 0.1 -0.1 -0.2 0.260
Br 2.800 -0.665 4.060 -0.1 0.0 0.2 0.065
C 1.330 -0.341 5.218 -0.5 0.3 0.6 -0.110
C 1.385 -0.739 6.545 -0.6 0.3 0.5 -0.215
C 0.315 -0.415 7.414 0.9 -0.3 -0.9 -0.232
C -0.753 0.337 6.943 -0.7 0.5 0.3 -0.212
C -0.821 0.771 5.621 1.9 -1.2 -0.1 -0.218
C 0.226 0.367 4.755 -0.5 0.3 0.3 -0.019
C 0.081 0.569 3.280 -1.5 -1.2 4.0 0.641
O 0.367 1.768 2.824 -0.7 -2.5 0.4 -0.683
O -0.311 -0.463 2.684 0.0 1.2 2.1 -0.642
H 2.250 -1.284 6.900 0.0 0.0 0.1 0.218
H 0.367 -0.753 8.442 -0.1 0.1 0.0 0.210
H -1.571 0.617 7.623 0.4 -0.2 -0.2 0.207
H -1.617 1.379 5.240 -0.3 0.1 -0.1 0.223
```
Positions in Å, forces in eV/Å.

Computed properties:
Kohn-Sham gap (spin up / spin down): 0.11696 / 0.11707 Ha
HOMO level (spin up / spin down): -0.7 / -0.7 eV
Charge: -1

---

For reference, E_tot by record: -2778.81037, -4707.17745 Ha.